No. 1
This record from the OMol25 dataset describes a molecular structure, C20H18AsCl2N4O6S3Sn. The level of theory is ωB97M-V/def2-TZVPD.

Last column: Mulliken charge in e.
Cartesian coordinates (Å):
Sn -0.331 -0.159 0.504  1.12
O 1.637 -1.987 2.454  -0.56
As 0.047 -1.487 3.227  1.34
O -0.461 -2.858 3.975  -0.87
O -1.257 -0.900 2.155  -0.72
C 0.111 -0.026 4.504  -0.25
C -0.251 -0.295 5.829  -0.63
C -0.223 0.715 6.792  -0.43
C 0.161 2.007 6.436  -0.51
C 0.520 2.292 5.117  -0.49
C 0.505 1.286 4.140  0.11
S 0.989 1.706 2.475  1.37
O 2.215 0.947 1.950  -0.55
O 1.507 3.146 2.415  -0.75
O -0.427 1.563 1.585  -0.49
H 1.468 -2.886 2.070  0.31
H -0.553 -1.292 6.121  0.51
H -0.501 0.495 7.815  0.38
H 0.182 2.790 7.183  0.38
H 0.814 3.301 4.863  0.49
Cl -2.204 -1.285 -0.334  -0.21
C -1.995 -2.926 -0.995  0.56
C -3.029 -3.701 -1.523  -0.65
C -2.741 -4.981 -2.015  -0.52
C -1.428 -5.478 -1.975  -0.41
C -0.389 -4.698 -1.443  -0.17
Cl 1.247 -5.335 -1.401  -0.22
C -0.681 -3.417 -0.953  0.49
S 0.540 -2.274 -0.231  -0.32
H -4.040 -3.317 -1.553  0.41
H -3.535 -5.591 -2.427  0.35
H -1.220 -6.469 -2.358  0.40
S 1.362 0.593 -1.037  -0.44
C 2.566 1.136 -2.130  0.52
C 3.913 1.031 -1.790  -0.56
C 4.894 1.474 -2.682  -0.58
C 4.527 2.020 -3.912  -0.45
C 3.177 2.123 -4.250  -0.60
C 2.195 1.681 -3.359  -0.45
H 4.206 0.607 -0.833  0.42
H 5.941 1.389 -2.410  0.34
H 5.288 2.363 -4.604  0.34
H 2.880 2.546 -5.204  0.33
H 1.145 1.764 -3.628  0.33
N -3.062 1.353 -3.735  -0.48
C -3.118 2.532 -3.066  0.56
N -3.830 3.425 -3.797  -0.52
N -2.610 2.871 -1.933  -0.65
C -1.911 1.953 -1.260  0.60
N -1.319 1.129 -0.699  -0.21
H -3.925 1.127 -4.218  0.27
H -2.729 0.556 -3.199  0.20
H -3.586 3.414 -4.780  0.27
H -3.749 4.364 -3.417  0.28
H 1.069 -0.332 1.541  0.02

Spin multiplicity ... 1
Charge ... -1
Energy ... -6008.25438 Eh
Gap between HOMO and LUMO ... 5.4 eV
Energy above the lowest of the compared OMol25 structures with the same formula, charge and spin ... 0.0 kJ/mol
Max |F| ... 7.2 eV/Å

---

No. 2
This record from the OMol25 dataset describes 2 unconnected molecules or ions with the total composition C3H10OS. The level of theory is ωB97M-V/def2-TZVPD.

Last column: Mulliken charge in e.
Cartesian coordinates (Å):
C -2.048 -0.021 1.230  -0.71
S -0.370 0.461 0.926  -0.16
C 0.641 -0.972 1.247  -0.79
H -2.598 0.412 2.117  0.27
H -2.134 -1.176 1.256  0.26
H -2.589 0.353 0.345  0.26
H 1.629 -0.651 1.694  0.29
H 0.082 -1.570 1.983  0.35
H 0.798 -1.676 0.414  0.27
C 1.680 0.415 -2.200  -0.54
O 0.373 -0.199 -1.986  -0.48
H 2.423 0.203 -1.426  0.24
H 2.133 -0.192 -3.066  0.22
H 1.613 1.490 -2.502  0.26
H -0.049 0.500 -1.403  0.26

Spin multiplicity ... 1
SMILES ... CSC.CO
Energy ... -593.67166 Eh
Gap between HOMO and LUMO ... 9.5 eV
Energy above the lowest of the compared OMol25 structures with the same formula, charge and spin ... 119.4 kJ/mol
Max |F| ... 2.9 eV/Å

---

No. 3
This record from the OMol25 dataset describes 12 unconnected molecules or ions with the total composition C20H64O12. The level of theory is ωB97M-V/def2-TZVPD.

Last column: Mulliken charge in e.
Cartesian coordinates (Å):
C -21.178 9.924 6.973  -0.12
C -20.752 9.949 8.421  -0.50
O -20.769 11.272 8.982  -0.51
H -20.637 10.683 6.457  0.12
H -22.206 10.178 6.963  -0.27
H -20.856 8.888 6.602  0.04
H -19.797 9.529 8.662  0.71
H -21.488 9.387 8.966  0.06
H -20.277 11.230 9.772  0.28
C -28.698 11.043 9.388  -0.78
C -28.937 9.655 9.855  0.81
O -29.699 9.187 8.755  -0.63
H -28.159 11.153 8.474  0.22
H -28.034 11.519 10.156  -0.27
H -29.573 11.720 9.262  0.38
H -29.466 9.573 10.750  0.37
H -27.964 9.061 9.797  -0.70
H -29.773 8.222 8.824  0.33
C -27.526 10.722 13.073  -0.56
C -27.844 9.244 12.933  -0.80
O -27.038 8.521 12.023  -0.38
H -27.938 11.226 12.169  -0.13
H -26.470 11.048 13.036  0.15
H -28.027 11.071 13.927  0.57
H -28.871 9.204 12.775  0.49
H -27.528 8.761 13.860  0.41
H -26.168 8.624 12.389  0.23
C -26.897 14.247 11.078  -1.21
C -26.020 13.885 9.904  0.62
O -24.798 13.427 10.404  -0.59
H -26.899 13.414 11.787  0.10
H -28.025 14.482 10.744  0.28
H -26.668 15.172 11.553  0.42
H -25.922 14.737 9.247  0.32
H -26.290 12.984 9.351  -0.24
H -24.520 12.810 9.731  -0.11
C -21.576 10.500 13.316  -1.64
C -22.309 10.587 11.926  1.14
O -23.515 11.330 12.022  -0.59
H -21.347 11.360 13.872  0.41
H -20.818 9.765 13.237  0.40
H -22.314 9.965 13.868  0.41
H -22.679 9.625 11.465  -0.25
H -21.823 11.121 11.113  -0.31
H -23.708 11.639 11.157  0.33
C -25.559 10.087 9.618  1.68
C -24.144 10.025 9.074  1.08
O -23.628 11.369 9.195  0.75
H -25.588 10.581 10.567  0.00
H -25.913 9.085 9.598  -1.10
H -26.079 10.713 8.930  -0.19
H -24.236 9.654 8.097  0.27
H -23.569 9.366 9.631  -0.87
H -22.803 11.333 8.764  -0.54
C -22.813 6.902 6.913  0.71
C -21.605 6.508 6.165  -1.23
O -21.591 6.867 4.822  -0.54
H -23.521 7.302 6.267  0.38
H -22.512 7.617 7.652  -0.86
H -23.290 5.997 7.309  0.35
H -21.567 5.394 6.073  0.42
H -20.718 6.817 6.616  0.46
H -21.577 6.102 4.282  0.32
C -19.285 13.010 6.674  -1.31
C -20.593 13.661 6.884  0.94
O -20.876 14.545 5.761  -0.56
H -18.523 13.794 6.486  0.38
H -19.252 12.391 5.808  0.34
H -18.935 12.470 7.587  0.22
H -20.670 14.164 7.905  0.26
H -21.292 12.868 6.955  -0.50
H -21.460 15.208 6.020  0.30
C -26.294 9.198 6.197  0.57
O -27.197 9.456 5.149  -0.60
H -25.647 8.356 6.001  -0.03
H -26.804 8.921 7.139  -0.09
H -25.643 10.036 6.461  -0.28
H -28.063 9.696 5.504  0.38
C -26.657 6.263 8.952  -0.49
O -25.551 6.638 8.152  -0.37
H -27.086 7.126 9.551  -0.05
H -26.388 5.547 9.743  0.25
H -27.437 5.848 8.382  0.47
H -25.516 6.077 7.417  0.31
C -23.177 6.581 10.252  -0.78
O -24.385 7.135 10.608  -0.28
H -22.521 7.237 9.685  0.04
H -23.193 5.734 9.668  0.42
H -22.584 6.259 11.185  0.26
H -24.763 7.497 9.774  -0.10
C -24.139 12.441 5.941  0.13
O -25.085 12.782 6.894  -0.43
H -23.598 11.647 6.353  -0.41
H -23.583 13.293 5.642  0.33
H -24.502 11.930 5.000  0.29
H -24.593 13.192 7.607  0.25

Spin multiplicity ... 1
SMILES ... CCO.CCO.CCO.CCO.CCO.CCO.CCO.CCO.CO.CO.CO.CO
Energy ... -1702.97065 Eh
Gap between HOMO and LUMO ... 9.8 eV
Energy above the lowest of the compared OMol25 structures with the same formula, charge and spin ... 519.8 kJ/mol
Max |F| ... 4.2 eV/Å

---

No. 4
This record from the OMol25 dataset describes C2H4N4O in the gas phase. The level of theory is ωB97M-V/def2-TZVPD.

Last column: Mulliken charge in e.
Cartesian coordinates (Å):
N -1.949 0.848 0.603  -0.47
C -0.755 0.429 0.040  0.46
N -0.132 0.985 -0.982  -0.73
N 0.991 0.176 -1.086  0.19
C 0.945 -0.752 -0.128  0.55
O 1.901 -1.668 0.029  -0.50
N -0.139 -0.657 0.596  -0.61
H -2.281 1.752 0.302  0.27
H -1.904 0.778 1.613  0.25
H 1.780 0.389 -1.678  0.24
H 1.543 -2.280 0.690  0.36

Spin multiplicity ... 1
SMILES ... Nc1n[nH]c(O)n1
Energy ... -372.89222 Eh
Gap between HOMO and LUMO ... 9.4 eV
Energy above the lowest of the compared OMol25 structures with the same formula, charge and spin ... 21.3 kJ/mol
Max |F| ... 0.4 eV/Å